Density functional theory data (wB97M-V/def2-TZVPD) for a molecular structure, C48H59N14OPS3 at a distorted geometry.

Computed properties:
Kohn-Sham gap	6.815	eV
charge	0
electronic energy	-115433.464	eV
HOMO energy	-8.020	eV

The geometry in XYZ format:
```
126
Properties=species:S:1:pos:R:3:lowdin_charge:R:1
N -0.4830 5.5872 4.5941 0.007
C -1.6307 5.8470 3.6980 -0.240
C -2.0571 4.5676 2.9245 -0.142
C -0.8504 3.7373 2.5649 -0.195
C -0.4438 2.5813 3.1541 -0.340
P -1.4199 1.8662 4.5092 0.427
S -1.0412 -0.0215 4.8480 0.119
C 0.7422 1.8805 2.7753 -0.053
C 1.5421 2.2991 1.7645 -0.154
C 2.7585 1.4717 1.4270 -0.190
C 3.7285 2.0817 0.4291 -0.467
S 4.6006 3.5161 1.1052 1.022
C 4.4711 4.6308 -0.2345 -0.730
N 4.5346 5.9263 -0.2121 0.048
N 4.3608 6.3179 -1.5147 0.047
C 4.2016 5.2649 -2.2211 -0.171
O 4.2791 4.1329 -1.4598 0.007
C 1.1204 3.4860 1.1081 -0.276
N 1.7389 4.0647 0.0708 -0.236
S 0.9353 5.3896 -0.2923 1.073
N -0.2581 5.3325 0.7963 -0.189
C -0.0383 4.2276 1.4887 -0.316
H -0.5733 6.1252 5.4431 0.064
H 0.3757 5.8706 4.1454 0.070
H -2.4529 6.2229 4.2980 0.107
H -1.3653 6.6144 2.9756 0.096
H -2.4686 4.9052 1.9751 0.111
H -2.8193 4.0219 3.4605 0.076
H -2.7797 2.0629 4.2383 -0.018
H -1.1519 2.6838 5.6198 -0.009
H 0.9725 0.9737 3.3135 0.068
H 2.4336 0.5130 1.0257 0.109
H 3.2763 1.2393 2.3545 0.119
H 3.2002 2.3539 -0.4771 0.046
H 4.4710 1.3476 0.1281 0.083
H 4.0193 5.2089 -3.2731 0.118
N 3.3179 8.0292 -6.6489 -0.008
C 3.5620 7.3263 -5.4994 -0.147
C 4.1180 8.1861 -4.5884 -0.106
C 4.2090 9.4585 -5.2156 -0.106
C 3.7077 9.3295 -6.4834 -0.145
H 2.9163 7.6488 -7.4858 0.131
H 3.3172 6.2796 -5.4340 0.096
H 4.4233 7.9350 -3.5851 0.067
H 4.5987 10.3645 -4.7832 0.090
H 3.5941 10.0469 -7.2779 0.107
N -3.4201 -2.9531 4.4979 0.011
C -4.7120 -3.4014 4.5004 -0.142
C -4.6973 -4.7267 4.8472 -0.112
C -3.3413 -5.0912 5.0659 -0.105
C -2.5806 -3.9747 4.8444 -0.156
H -3.1285 -2.0166 4.2775 0.081
H -5.5275 -2.7427 4.2562 0.104
H -5.5614 -5.3632 4.9366 0.088
H -2.9686 -6.0596 5.3549 0.089
H -1.5178 -3.8199 4.9056 0.079
N 1.0405 -3.2075 8.3996 0.004
C 1.6139 -4.2776 9.0307 -0.143
C 1.3155 -5.4006 8.3065 -0.112
C 0.5313 -4.9909 7.1936 -0.112
C 0.3816 -3.6327 7.2798 -0.147
H 1.0928 -2.2560 8.7108 0.143
H 2.1814 -4.1488 9.9360 0.104
H 1.6231 -6.4042 8.5470 0.089
H 0.1246 -5.6215 6.4204 0.086
H -0.1357 -2.9332 6.6453 0.083
N -0.1651 -3.4288 2.3410 0.020
C 0.9662 -4.1471 2.0707 -0.132
C 0.7804 -4.7852 0.8716 -0.147
C -0.5129 -4.4288 0.3992 -0.116
C -1.0684 -3.5912 1.3283 -0.124
H -0.3140 -2.8667 3.1590 0.109
H 1.7988 -4.1477 2.7536 0.111
H 1.4886 -5.4384 0.3882 0.088
H -0.9827 -4.7539 -0.5138 0.086
H -2.0269 -3.1022 1.3575 0.110
N -1.1588 9.1009 -7.5482 0.004
C 0.0021 8.3930 -7.6870 -0.145
C -0.0888 7.6629 -8.8429 -0.116
C -1.3544 7.9464 -9.4251 -0.112
C -1.9899 8.8368 -8.6025 -0.141
H -1.3685 9.7196 -6.7878 0.144
H 0.7860 8.4688 -6.9533 0.088
H 0.6656 6.9983 -9.2312 0.085
H -1.7510 7.5421 -10.3409 0.090
H -2.9570 9.3030 -8.6769 0.105
N 1.4111 -0.1966 -1.6455 0.013
C 0.8601 -1.1542 -2.4522 -0.136
C -0.0393 -0.5364 -3.2804 -0.102
C -0.0302 0.8511 -2.9612 -0.103
C 0.8795 1.0241 -1.9522 -0.138
H 2.0989 -0.3614 -0.9337 0.108
H 1.1507 -2.1870 -2.3648 0.102
H -0.6398 -1.0237 -4.0296 0.091
H -0.6212 1.6265 -3.4186 0.089
H 1.1928 1.9053 -1.4143 0.083
N -3.0115 -8.4001 -0.1569 0.002
C -3.2052 -8.9626 -1.3921 -0.166
C -2.2446 -8.4706 -2.2326 -0.102
C -1.4365 -7.5784 -1.4745 -0.109
C -1.9338 -7.5567 -0.1986 -0.144
H -3.5734 -8.5781 0.6549 0.146
H -4.0085 -9.6586 -1.5617 0.104
H -2.1340 -8.7179 -3.2748 0.093
H -0.5882 -7.0165 -1.8279 0.089
H -1.6169 -7.0166 0.6773 0.100
N -5.5484 -6.4339 -1.7728 0.013
C -6.1085 -7.3503 -2.6174 -0.146
C -7.1180 -6.7284 -3.3035 -0.114
C -7.1647 -5.3803 -2.8548 -0.117
C -6.1820 -5.2309 -1.9119 -0.142
H -4.7820 -6.6200 -1.1499 0.123
H -5.7369 -8.3580 -2.6555 0.089
H -7.7504 -7.1865 -4.0452 0.087
H -7.8397 -4.6100 -3.1878 0.086
H -5.8803 -4.3754 -1.3326 0.103
N 4.2487 -4.3746 -0.1147 0.015
C 5.5047 -4.0510 -0.5524 -0.139
C 5.4038 -2.9230 -1.3212 -0.108
C 4.0309 -2.5545 -1.3476 -0.115
C 3.3441 -3.4683 -0.5918 -0.142
H 4.0244 -5.1599 0.4672 0.139
H 6.3577 -4.6479 -0.2798 0.106
H 6.2201 -2.4189 -1.8104 0.090
H 3.5998 -1.7132 -1.8633 0.070
H 2.2965 -3.5509 -0.3533 0.071
```

---

Density functional theory data (wB97M-V/def2-TZVPD) for a molecular structure, C48H60FN5O6S2SeTc.

Computed properties:
ΔE to the lowest compared entry with this formula, charge and spin	0.0	kJ/mol
Kohn-Sham gap	6.826	eV
charge	+1
electronic energy	-162416.192	eV
HOMO energy	-9.784	eV

The geometry in XYZ format:
```
124
Properties=species:S:1:pos:R:3:lowdin_charge:R:1
Tc -0.4311 0.4748 -1.3490 1.283
C -2.3915 0.7170 6.3550 -0.043
C -3.3546 0.5452 5.1715 -0.559
C -3.9584 -0.8579 5.2357 -0.068
C -4.4935 1.5698 5.2894 -0.045
C -2.6012 0.7731 3.8570 -0.157
C -2.4820 -0.2003 2.8786 -0.035
C -1.8066 0.1141 1.7077 -0.369
Se -1.5602 -1.1282 0.2990 1.318
C 0.1068 -1.9099 0.7840 -0.353
C 0.0677 -3.0151 1.6246 -0.053
C 1.2472 -3.6191 2.0081 -0.165
C 2.4197 -3.0503 1.5075 0.018
C 2.4952 -1.9456 0.6672 -0.063
C 1.2723 -1.3448 0.2733 -0.305
O 1.2406 -0.3196 -0.5903 -0.266
C 3.9226 -1.5024 0.2705 -0.520
C 4.0074 -0.2665 -0.6301 -0.073
C 4.6207 -2.6530 -0.4735 -0.037
C 4.7043 -1.1666 1.5509 -0.041
C 1.3106 -4.8315 2.9335 -0.559
C 2.0615 -4.4493 4.2167 -0.041
C -0.0859 -5.3231 3.3143 -0.066
C 2.0519 -5.9786 2.2311 -0.043
C -1.2748 1.3496 1.4459 -0.344
O -0.7357 1.5741 0.2302 -0.413
C -1.3074 2.3400 2.4380 -0.072
C -1.9940 2.0118 3.6025 0.042
C -0.6502 3.7090 2.2326 -0.524
C -1.4459 4.5003 1.1848 -0.034
C -0.6214 4.5202 3.5304 -0.063
C 0.8050 3.5432 1.7614 -0.032
H -2.9158 0.5435 7.2991 0.088
H -1.9664 1.7235 6.3877 0.079
H -1.5643 0.0051 6.2867 0.092
H -4.4902 -0.9816 6.1810 0.088
H -3.1885 -1.6328 5.1865 0.085
H -4.6753 -1.0275 4.4271 0.089
H -5.0898 1.3708 6.1849 0.088
H -5.1544 1.5162 4.4196 0.091
H -4.1121 2.5917 5.3614 0.079
H -2.8908 -1.1941 3.0142 0.103
H -0.8923 -3.3847 1.9630 0.098
H 3.3577 -3.5085 1.8027 0.103
H 3.4753 -0.4046 -1.5731 0.069
H 5.0630 -0.0819 -0.8516 0.091
H 3.6082 0.6080 -0.1136 0.074
H 4.0823 -2.9019 -1.3925 0.090
H 4.6899 -3.5582 0.1327 0.078
H 5.6377 -2.3571 -0.7471 0.089
H 4.2122 -0.3601 2.1006 0.094
H 5.7171 -0.8404 1.2955 0.089
H 4.7905 -2.0250 2.2196 0.078
H 1.5701 -3.6122 4.7195 0.092
H 3.0934 -4.1575 4.0046 0.080
H 2.0883 -5.2970 4.9075 0.088
H -0.6431 -4.5651 3.8724 0.085
H -0.0006 -6.2055 3.9516 0.088
H -0.6695 -5.6045 2.4329 0.088
H 3.0844 -5.7099 1.9951 0.077
H 1.5519 -6.2512 1.2971 0.091
H 2.0772 -6.8617 2.8758 0.088
H -2.0524 2.7637 4.3791 0.100
H -2.4820 4.6295 1.5089 0.093
H -1.4501 3.9854 0.2220 0.043
H -1.0018 5.4917 1.0482 0.090
H -1.6207 4.8238 3.8526 0.087
H -0.0431 5.4319 3.3645 0.088
H -0.1462 3.9658 4.3435 0.092
H 0.8728 2.9702 0.8375 0.054
H 1.4007 3.0347 2.5260 0.096
H 1.2440 4.5315 1.5926 0.087
F 2.9261 3.5162 -5.7981 0.106
C 3.1958 2.2514 -5.4836 -0.195
C 2.2635 1.3094 -5.5235 0.054
N 2.5419 -0.0151 -5.1949 0.008
C 1.4733 -0.9730 -5.0450 0.000
C 0.6418 -0.6469 -3.8430 -0.415
O -0.3841 -1.4307 -3.5993 0.069
O 0.8477 0.2964 -3.1141 0.006
C 3.7926 -0.4027 -4.7255 -0.461
O 4.0257 -1.5219 -4.3281 0.098
N 4.7396 0.6010 -4.7503 0.231
C 4.5641 1.9508 -5.0668 -0.392
O 5.4624 2.7486 -4.9754 0.121
H 1.2475 1.5418 -5.8130 0.157
H 1.9259 -1.9501 -4.8880 0.150
H 0.8434 -1.0228 -5.9326 0.157
H 5.6651 0.3294 -4.4484 0.175
S -2.6027 1.9118 -1.7247 0.778
C -3.4976 1.9003 -3.1326 -1.060
N -4.6338 2.5727 -3.2884 -0.051
C -5.1517 2.6926 -4.6531 -0.202
C -4.6578 1.4479 -5.3811 -0.392
S -3.0698 1.0473 -4.5857 0.973
H -4.9406 3.1832 -2.5452 0.148
H -4.7639 3.5977 -5.1231 0.126
H -6.2368 2.7430 -4.6390 0.127
H -4.4943 1.6312 -6.4386 0.084
H -5.3314 0.6025 -5.2562 0.086
C 3.7936 4.0869 -1.8604 0.017
N 2.4025 3.6369 -1.9318 -0.094
C 1.3079 4.4179 -2.2338 -0.035
C 0.2217 3.6127 -2.1105 -0.122
N 0.6424 2.3523 -1.7377 -0.071
C 1.9591 2.4034 -1.6470 -0.136
H 3.9470 4.7001 -0.9761 0.097
H 4.0439 4.6556 -2.7510 0.096
H 4.4413 3.2161 -1.8044 0.094
H 1.4006 5.4574 -2.5028 0.129
H -0.8190 3.8524 -2.2445 0.070
H 2.5924 1.5728 -1.3788 0.099
C -1.1205 -1.0130 -2.4676 -0.266
C -2.1944 -2.0254 -2.3331 -0.340
C -3.5202 -1.6315 -2.1792 -0.098
C -4.5188 -2.5861 -2.0647 -0.060
C -4.1967 -3.9368 -2.0792 -0.065
C -2.8719 -4.3338 -2.2104 -0.055
C -1.8713 -3.3836 -2.3513 -0.031
H -3.7579 -0.5783 -2.1356 0.065
H -5.5499 -2.2750 -1.9479 0.110
H -4.9780 -4.6809 -1.9841 0.110
H -2.6163 -5.3856 -2.2022 0.112
H -0.8356 -3.6912 -2.4433 0.127
```

---

Density functional theory data (wB97M-V/def2-TZVPD) for 12 unconnected molecules or ions with the total composition C48H60N12 at a distorted geometry.

Computed properties:
structure (SMILES)	c1cc[nH]c1.c1cc[nH]c1.c1cc[nH]c1.c1cc[nH]c1.c1cc[nH]c1.c1cc[nH]c1.c1cc[nH]c1.c1cc[nH]c1.c1cc[nH]c1.c1cc[nH]c1.c1cc[nH]c1.c1cc[nH]c1
ΔE to the lowest compared entry with this formula, charge and spin	2389.6	kJ/mol
Kohn-Sham gap	7.787	eV
charge	0
electronic energy	-68602.663	eV
HOMO energy	-7.463	eV

The geometry in XYZ format:
```
120
Properties=species:S:1:pos:R:3:lowdin_charge:R:1
C 36.4750 10.0360 13.0780 -0.102
C 35.8380 9.0510 12.2300 -0.076
C 34.8470 9.9270 11.4460 -0.109
N 34.8150 11.1430 12.0720 -0.078
C 35.7980 11.4140 12.9520 -0.096
H 37.3750 9.9250 13.7220 0.077
H 36.2950 8.0610 11.9820 0.048
H 34.2630 9.9460 10.4630 0.094
H 34.3390 11.9080 11.6130 0.146
H 35.9610 12.4010 13.3420 0.087
C 34.1900 4.6050 16.5960 -0.116
C 33.9300 5.7960 15.6930 -0.080
C 35.0660 5.8330 14.6520 -0.100
N 35.9620 4.9130 15.0970 -0.051
C 35.5740 4.1340 16.2010 -0.145
H 33.3440 4.2160 17.3270 0.124
H 32.9860 6.5620 15.4780 0.138
H 35.1560 6.3760 13.9280 -0.021
H 36.8010 4.6660 14.3990 0.118
H 36.2680 3.2280 16.6030 0.148
C 28.6520 5.3000 10.2980 -0.038
C 28.8950 3.7550 10.4460 -0.054
C 30.3770 3.4830 10.2930 -0.122
N 30.9430 4.7170 10.0600 -0.020
C 30.0210 5.7930 10.0710 -0.115
H 27.7520 5.7600 10.4460 0.027
H 28.1920 2.9560 10.5830 0.043
H 31.1040 2.6970 10.5870 0.081
H 31.9580 4.7410 10.0320 0.056
H 30.2680 6.8060 10.1250 0.058
C 33.9790 6.4730 10.1290 -0.019
C 34.4730 5.2630 9.2640 -0.037
C 34.0280 3.9370 9.9380 -0.091
N 33.6080 4.3490 11.1640 -0.070
C 33.6110 5.7090 11.3930 -0.138
H 34.2020 7.4930 9.7800 0.046
H 34.9440 5.2470 8.4040 -0.012
H 34.1370 2.9640 9.5430 0.066
H 33.3520 3.7020 11.9770 0.093
H 33.1760 6.0980 12.4400 0.144
C 36.5480 6.7770 4.0670 -0.045
C 36.3830 6.4050 2.6320 -0.039
C 36.2350 4.8920 2.6270 -0.093
N 36.4080 4.4840 3.9480 -0.068
C 36.6360 5.4790 4.8560 -0.122
H 36.5800 7.7230 4.4480 0.024
H 36.5030 6.8350 1.7600 0.005
H 36.1410 4.2860 1.7910 0.061
H 36.4860 3.4250 4.1350 0.187
H 36.5720 5.2590 5.9350 0.090
C 33.0410 -1.0190 7.8050 -0.043
C 33.0670 0.1900 8.6910 -0.091
C 32.6500 1.4000 7.8600 -0.116
N 32.4670 0.9310 6.5530 -0.056
C 32.6040 -0.4970 6.3700 -0.046
H 33.1600 -1.9740 8.0120 -0.005
H 33.3460 0.2080 9.7690 0.038
H 32.2340 2.4120 7.9600 0.072
H 32.4960 1.4930 5.6550 0.118
H 32.4290 -0.9160 5.3630 0.082
C 37.3370 2.7880 8.0200 -0.029
C 36.8110 1.3870 8.1800 -0.038
C 37.9790 0.5770 7.7560 -0.189
N 39.0310 1.3240 7.5140 -0.077
C 38.7900 2.6680 7.5190 -0.081
H 36.8270 3.6050 8.3350 0.001
H 35.9180 0.9900 8.6180 0.046
H 38.0500 -0.5420 7.6980 0.114
H 40.1060 0.9310 7.4240 0.236
H 39.4840 3.3040 7.3980 0.001
C 38.0240 6.8080 8.1290 -0.076
C 38.6130 7.7330 7.0450 -0.015
C 40.0180 7.3280 7.0690 -0.080
N 40.0670 6.2320 7.9350 -0.041
C 39.0110 5.9330 8.6590 -0.153
H 37.0530 6.8560 8.6320 0.061
H 38.3150 8.4960 6.5710 -0.010
H 40.8070 7.9270 6.5570 0.115
H 40.9540 5.8990 7.9760 0.099
H 38.9060 5.1740 9.4540 0.117
C 33.1040 1.4490 12.4730 -0.073
C 31.8970 2.1970 12.9800 -0.105
C 32.3870 3.2220 13.9820 -0.113
N 33.7630 3.0610 14.1200 -0.039
C 34.1960 2.0330 13.3700 -0.157
H 33.1590 0.5330 11.6830 0.106
H 30.9230 1.8260 12.6300 0.078
H 31.7510 3.9080 14.5840 0.107
H 34.2870 3.7860 14.7400 0.082
H 35.2040 1.6300 13.5940 0.098
C 34.0510 9.8240 7.5570 -0.127
C 33.9130 10.6280 6.2170 -0.060
C 32.5680 10.2070 5.7100 -0.138
N 31.8730 9.5590 6.7430 -0.063
C 32.7750 9.2930 7.8530 -0.179
H 35.0700 9.6680 8.1220 0.105
H 34.6030 11.3400 5.7710 0.060
H 32.2110 10.3100 4.6540 0.103
H 30.9130 9.0190 6.7480 0.183
H 32.1330 8.6140 8.6110 0.132
C 37.2380 4.1590 12.3390 -0.028
C 37.8970 5.6270 12.4350 -0.012
C 38.9830 5.3940 13.4400 -0.082
N 38.8420 4.0370 13.9470 -0.081
C 37.8960 3.2560 13.3240 -0.135
H 36.4720 3.9790 11.8040 -0.023
H 37.5570 6.5190 11.7440 0.098
H 39.6850 6.0450 13.8800 0.072
H 39.6690 3.7740 14.5870 0.182
H 37.8730 2.2490 13.7920 0.119
C 33.1380 4.6710 5.0420 -0.016
C 32.4540 3.6120 4.0550 0.018
C 31.1300 3.3670 4.8470 -0.171
N 31.0690 4.0910 5.9840 -0.075
C 32.2790 4.8780 6.3010 -0.062
H 34.0790 5.0900 4.8600 0.003
H 32.7150 3.1910 3.2610 -0.042
H 30.1500 2.9630 4.6070 0.096
H 30.2440 3.9840 6.7090 0.192
H 32.4120 5.4960 7.2480 0.086
```